Below is C25H49NOP3Pb as an isolated structure in a non-equilibrium geometry, with properties calculated with wB97M-V/def2-TZVPD.

The HOMO-LUMO gap comes out at 6.449 eV. Its total charge is +1. As for the spin multiplicity: 1.

Last column: Löwdin charge in e.
Positions of all 80 atoms, in Å:
Pb: -0.64 0.00 0.27  0.894
P: -0.44 -1.87 -1.82  0.907
P: -0.31 2.85 0.17  0.897
N: 1.00 0.85 -1.76  -0.355
C: 1.08 -1.50 -2.81  -0.297
H: 1.83 -2.29 -2.58  0.078
H: 0.83 -1.55 -3.89  0.079
C: 1.77 -0.13 -2.55  -0.346
H: 2.72 -0.33 -1.99  0.080
H: 2.15 0.29 -3.52  0.116
C: 1.50 2.28 -1.97  -0.294
H: 0.90 2.77 -2.76  0.084
H: 2.59 2.33 -2.29  0.120
C: 1.35 3.04 -0.61  -0.335
H: 1.61 4.11 -0.69  0.086
H: 2.05 2.54 0.08  0.052
C: -0.06 3.57 1.88  -0.535
C: 0.21 2.46 2.92  -0.121
H: 1.18 1.97 2.74  0.044
H: -0.61 1.71 2.90  0.061
H: 0.24 2.94 3.91  0.091
C: -1.29 4.00 -0.89  -0.539
C: -2.79 3.81 -0.65  -0.112
H: -3.31 4.29 -1.47  0.083
H: -3.13 4.25 0.29  0.061
H: -3.05 2.75 -0.65  0.055
C: -1.66 -2.20 -3.18  -0.533
C: -2.98 -2.72 -2.61  -0.119
H: -3.75 -2.70 -3.39  0.086
H: -3.36 -2.11 -1.78  0.063
H: -2.96 -3.74 -2.23  0.066
C: -0.13 -3.52 -0.99  -0.550
C: -1.22 -3.83 0.06  -0.116
H: -0.77 -4.40 0.88  0.089
H: -2.02 -4.43 -0.39  0.077
H: -1.67 -2.93 0.51  0.033
C: -3.53 -0.17 1.03  -0.047
C: -0.77 5.44 -0.79  -0.110
H: 0.11 5.58 -0.13  0.062
H: -0.45 5.78 -1.78  0.086
H: -1.55 6.13 -0.44  0.081
C: -1.20 -3.01 -4.40  -0.098
H: -2.04 -3.53 -4.86  0.089
H: -0.76 -2.33 -5.12  0.075
H: -0.43 -3.74 -4.15  0.049
C: 0.13 -4.71 -1.90  -0.105
H: 0.39 -5.58 -1.27  0.091
H: -0.75 -4.98 -2.50  0.074
H: 0.98 -4.56 -2.58  0.077
C: -1.28 4.40 2.30  -0.116
H: -2.20 3.80 2.25  0.076
H: -1.17 4.67 3.35  0.083
H: -1.43 5.33 1.73  0.071
H: 0.81 4.26 1.78  0.115
H: 0.80 -3.32 -0.44  0.051
H: -1.04 3.62 -1.90  0.087
H: -1.85 -1.17 -3.51  0.086
O: -4.59 -0.23 1.49  0.061
H: -0.42 1.00 -2.37  -0.032
H: -1.00 1.17 -2.97  0.043
C: 3.11 0.38 1.42  -0.245
P: 1.79 -0.88 1.15  0.787
C: 2.86 -2.29 0.75  -0.245
C: 1.29 -1.27 2.89  -0.385
C: 2.31 -1.42 3.89  -0.062
C: 1.87 -1.69 5.21  -0.063
C: 0.51 -1.85 5.49  -0.073
C: -0.46 -1.75 4.48  -0.069
C: -0.07 -1.49 3.16  -0.162
H: 3.58 0.56 0.43  0.057
H: 3.86 0.04 2.15  0.050
H: 2.71 1.34 1.79  0.018
H: 3.18 -2.24 -0.30  0.044
H: 3.74 -2.29 1.40  0.058
H: 2.30 -3.22 0.84  0.040
H: 3.38 -1.30 3.68  0.099
H: 2.62 -1.76 6.02  0.114
H: 0.17 -2.03 6.54  0.122
H: -1.53 -1.83 4.69  0.113
H: -0.84 -1.44 2.36  0.004